Run a
{
  "formula": "C3H8N4S",
  "method": "the ωB97M-V functional and the def2-TZVPD basis",
  "elements": ["C", "C", "C", "H", "H", "H", "H", "H", "H", "H", "H", "N", "N", "N", "N", "S"],
  "positions_angstrom": [[-0.9493, 0.4752, -0.4117], [-0.5305, -0.9065, 0.1584], [1.9812, -1.5953, 0.5115], [-0.8135, 2.7829, -0.9207], [-0.8214, 3.0064, 0.7378], [0.7657, 1.1650, 0.1820], [-2.5801, -0.4106, -1.0626], [-1.4620, -1.9774, 0.2968], [-0.2861, -0.6145, 1.4688], [1.1689, -1.6801, -1.3377], [1.5899, -1.6750, 1.5812], [-0.3238, 2.7339, -0.0107], [-0.0523, 1.4266, 0.1828], [-2.0913, 0.6296, -0.9736], [0.9695, -1.3580, -0.2956], [3.4351, -2.0023, -0.1065]],
  "nbo_charge": [0.35, -0.30, -0.08, 0.36, 0.35, 0.35, 0.36, 0.25, 0.23, 0.43, 0.20, -0.63, -0.43, -0.67, -0.62, -0.15],
  "lumo_energy_ha": 0.01102,
  "multiplicity": 1,
  "e_homo_ev": -8.621
}

---

Run b
{
  "formula": "C3H8N4S",
  "method": "the ωB97M-V functional and the def2-TZVPD basis",
  "elements": ["C", "C", "C", "H", "H", "H", "H", "H", "H", "H", "H", "N", "N", "N", "N", "S"],
  "positions_angstrom": [[-0.4849, 1.2999, 0.2622], [-0.0301, 0.2786, 1.1186], [-1.1130, -1.7675, -0.0707], [-0.3265, 2.2870, 0.7541], [0.1586, 1.3952, -0.7003], [-1.6231, 1.3249, 0.1135], [-1.4426, -2.9065, -0.3047], [-0.2066, -0.3469, -3.1301], [-0.3033, -2.6372, -2.3031], [2.7011, 1.3103, 2.0171], [2.0622, 1.5825, 0.4347], [-0.5891, -0.9957, -1.0072], [-0.6502, -1.4882, -2.2515], [1.0291, 0.3490, 1.8461], [1.8392, 1.4433, 1.5868], [-1.0209, -1.1288, 1.6344]],
  "nbo_charge": [-0.71, 0.08, -0.14, 0.24, 0.23, 0.25, 0.19, 0.36, 0.38, 0.36, 0.33, -0.32, -0.64, -0.25, -0.65, 0.27],
  "lumo_energy_ha": -0.00770,
  "multiplicity": 1,
  "e_homo_ev": -7.852
}

---

Run c
{
  "formula": "C3H8N4S",
  "method": "the ωB97M-V functional and the def2-TZVPD basis",
  "elements": ["H", "N", "C", "C", "N", "C", "N", "N", "S", "H", "H", "H", "H", "H", "H", "H"],
  "positions_angstrom": [[0.6746, -1.7835, -0.1006], [1.6996, -1.6016, -0.1354], [1.9466, -0.3613, -0.0218], [3.3534, 0.1548, 0.0130], [1.0002, 0.6896, 0.0792], [-0.3756, 0.6072, 0.0558], [-0.9737, 1.8563, -0.0043], [-0.9546, -0.5424, 0.1285], [-2.6665, -0.5448, -0.0827], [3.5684, 0.6567, 0.9718], [4.0323, -0.7095, -0.0711], [3.5361, 0.8449, -0.7825], [1.3489, 1.5700, 0.2977], [-0.5571, 2.5089, -0.6405], [-1.9798, 1.8257, -0.0457], [-2.9059, -1.4141, 0.9353]],
  "nbo_charge": [0.38, -0.66, 0.43, -0.67, -0.63, 0.58, -0.84, -0.70, 0.11, 0.22, 0.25, 0.22, 0.39, 0.39, 0.40, 0.13],
  "lumo_energy_ha": 0.02312,
  "smiles": "[H]/N=C(/C)N/C(N)=N/S",
  "multiplicity": 1,
  "e_homo_ev": -8.404
}

---

Run d
{
  "formula": "C3H8N4S",
  "method": "the ωB97M-V functional and the def2-TZVPD basis",
  "elements": ["H", "N", "C", "C", "C", "N", "S", "N", "N", "H", "H", "H", "H", "H", "H", "H"],
  "positions_angstrom": [[-0.9650, 0.1572, -2.4086], [-0.6373, 1.0063, -1.9546], [-0.5949, 0.9418, -0.6489], [-1.0780, -0.2274, 0.2282], [0.0469, -1.1949, 0.3589], [0.1205, -2.2594, -0.3365], [1.3789, -3.3223, -0.0287], [-0.0164, 2.0240, 0.0306], [0.5858, 1.8046, 1.2760], [-1.4402, 0.0699, 1.1824], [-1.8374, -0.7396, -0.2532], [0.7856, -1.0257, 1.1893], [1.0016, -4.2273, -0.9876], [0.4793, 2.6783, -0.5855], [1.6023, 1.6267, 1.1262], [0.5683, 2.6878, 1.8121]],
  "nbo_charge": [0.35, -0.72, 0.46, -0.53, 0.11, -0.57, 0.18, -0.47, -0.65, 0.25, 0.24, 0.15, 0.12, 0.37, 0.34, 0.36],
  "lumo_energy_ha": 0.02896,
  "smiles": "[H]/N=C(\\C/C=N/S)NN",
  "multiplicity": 1,
  "e_homo_ev": -8.797
}

---

What should be chosen as the most stable of them? Choose run c.

---

Run a
{
  "formula": "H41O20",
  "method": "the ωB97M-V functional and the def2-TZVPD basis",
  "elements": ["O", "H", "O", "H", "H", "O", "H", "H", "O", "H", "H", "O", "H", "H", "O", "H", "H", "O", "H", "H", "O", "H", "H", "O", "H", "H", "O", "H", "H", "O", "H", "H", "O", "H", "H", "O", "H", "H", "O", "H", "H", "O", "H", "H", "O", "H", "H", "O", "H", "H", "O", "H", "H", "O", "H", "H", "O", "H", "H", "H", "H"],
  "positions_angstrom": [[0.5238, 1.1719, 1.7423], [0.2275, 0.2791, 1.1274], [-4.9291, -0.2563, 0.7227], [-5.0234, 0.0729, 1.5826], [-5.0210, 0.5677, 0.1530], [2.4585, 0.2096, 3.2054], [3.0601, -0.4909, 3.1232], [2.7086, 1.1607, 3.1768], [-3.6676, -3.6148, -1.6012], [-3.9920, -4.3715, -1.7406], [-3.9992, -3.0162, -0.8667], [-1.1333, -1.7774, -0.1633], [-2.2808, 1.2503, 2.1211], [-0.9281, -1.9765, -1.0302], [-1.8968, 0.5731, 1.5143], [-3.0322, 2.5084, 3.6419], [-2.4124, -0.2465, 1.8035], [-2.1291, 2.4250, 3.4247], [-1.7111, 3.2920, 3.2304], [1.6971, -2.7942, -0.9530], [0.9007, -0.9346, 0.8414], [1.8966, -0.9268, 1.2056], [0.4602, -1.7056, 1.0884], [1.4003, 0.8388, -2.0783], [0.7468, 0.7856, -1.3457], [-1.9947, -2.2022, -0.0786], [1.3424, 1.9725, -5.5054], [1.3870, 1.1568, -5.2788], [0.4509, 2.3763, -5.2768], [0.9448, 3.6217, 2.4451], [0.6665, 4.0547, 3.2659], [1.2119, 0.6922, 2.3464], [3.0297, -2.8803, 2.2094], [2.4212, -3.6015, 2.3396], [3.8944, -3.2219, 1.7509], [-0.1618, -5.5195, 0.5132], [-0.9096, -6.0742, 0.8478], [0.5321, -6.1038, 0.2606], [-3.7522, 1.8117, -2.6329], [-3.7873, 2.7723, -2.4131], [-4.2753, 1.9163, -3.5136], [1.7341, 3.4655, 0.1256], [1.1137, 4.3114, 1.8586], [1.8937, 3.0515, -0.7654], [5.1132, -1.4902, -2.4557], [4.8902, -1.2562, -3.3516], [4.1219, -1.3541, -2.1042], [-0.9562, 1.8660, -1.3345], [-1.5053, 1.3308, -0.7927], [-1.4179, 2.1185, -2.0878], [2.3964, -2.3712, -0.5129], [0.9828, 3.9932, -0.3137], [3.1096, -2.1709, -1.1136], [0.0458, 2.5760, 4.8429], [0.0609, 1.9774, 4.0156], [0.0260, 2.0136, 5.6551], [0.6149, -1.1493, -4.9416], [1.2929, -1.6269, -5.4289], [-0.0237, -1.9560, -4.8233], [0.8512, 1.7963, 1.0413], [0.7314, 1.0796, -2.7189]],
  "nbo_charge": [-0.88, 0.56, -0.94, 0.46, 0.48, -0.98, 0.53, 0.53, -0.96, 0.46, 0.49, -0.95, 0.50, 0.48, -0.99, 0.48, 0.47, -0.96, 0.50, 0.48, -0.93, 0.53, 0.52, -0.95, 0.47, 0.48, -0.92, 0.46, 0.47, -0.96, 0.49, 0.53, -0.98, 0.49, 0.50, -0.95, 0.48, 0.47, -0.95, 0.47, 0.48, -0.96, 0.48, 0.50, -0.90, 0.47, 0.43, -0.98, 0.50, 0.49, -0.94, 0.48, 0.46, -0.98, 0.49, 0.49, -0.95, 0.47, 0.48, 0.56, 0.47],
  "lumo_energy_ha": -0.08877,
  "multiplicity": 1,
  "e_homo_ev": -13.265,
  "total_charge": 1
}

---

Run b
{
  "formula": "H41O20",
  "method": "the ωB97M-V functional and the def2-TZVPD basis",
  "elements": ["O", "H", "O", "H", "H", "O", "H", "H", "O", "H", "H", "O", "H", "H", "O", "H", "H", "O", "H", "H", "O", "H", "H", "O", "H", "H", "O", "H", "H", "O", "H", "H", "O", "H", "H", "O", "H", "H", "O", "H", "H", "O", "H", "H", "O", "H", "H", "O", "H", "H", "O", "H", "H", "O", "H", "H", "O", "H", "H", "H", "H"],
  "positions_angstrom": [[-5.2304, 0.9892, -1.1724], [1.4561, -0.3374, 0.2936], [-4.1894, 3.5082, 1.3208], [-4.8369, 4.0716, 1.3567], [-2.0899, 3.9114, -1.1343], [1.9216, -2.7480, -2.6756], [2.6108, -3.1997, -3.2429], [1.1035, -3.2288, -2.8946], [0.9540, 4.8672, 0.1342], [1.3179, 5.6143, 0.0579], [-1.6866, -1.1861, 0.3017], [2.9566, -2.1681, -0.3858], [3.7132, 0.8618, 2.5360], [0.7098, 4.7247, 0.9585], [3.5564, -0.0753, 2.6121], [3.6589, -3.9978, 2.0294], [3.0539, -2.8943, -1.0656], [-1.7889, 2.4071, -4.8683], [2.2410, -1.2629, -1.0508], [4.3479, -3.1810, 0.8419], [0.7297, 2.3788, 1.0677], [0.2136, 2.1519, 1.7569], [1.7185, 2.1853, 1.5269], [0.9955, -0.8522, 1.7551], [1.3993, -0.0940, 2.2424], [2.0934, -2.5319, -0.0405], [-0.2471, -1.3475, -4.4796], [-1.1200, -1.4147, -4.9119], [-0.3795, -0.5698, -3.9505], [-2.1032, -1.7852, 1.7964], [-2.4583, -0.7597, 1.9835], [-1.7617, 2.7327, -3.9514], [0.8764, 1.5213, 3.9222], [1.3861, 1.6364, 4.6656], [0.1834, 0.8876, 4.1696], [-0.3257, -4.8148, -1.6871], [0.1951, -5.4053, -1.3126], [-1.0026, -5.1241, -2.2960], [-2.8507, 1.3236, 2.4932], [-4.3348, 3.0278, 0.5055], [-2.2353, 1.8528, 1.8947], [1.8441, -0.1113, -0.6760], [-2.9118, -2.3350, 1.5800], [-5.1572, 1.1000, -2.2303], [-1.1150, -0.5769, -0.1951], [-0.0278, -2.1834, 4.6038], [-1.6866, 0.0020, -0.5388], [0.7947, -1.9870, 4.1807], [0.7199, -1.8274, 3.2935], [-3.8050, 1.6854, 2.5034], [4.3004, -3.9765, 1.2789], [-6.0734, 0.5454, -1.0008], [-1.1464, 1.7167, -5.0815], [-1.4719, 3.6570, -1.8115], [1.1459, -0.4217, -1.3043], [-0.7187, 3.7680, -1.1781], [1.7157, 0.1182, -3.0076], [2.0979, -0.5242, -3.4821], [2.3543, 0.8256, -2.7498], [4.3618, -0.4633, 3.0047], [0.0274, -0.6867, 1.7082]],
  "nbo_charge": [-0.97, 0.53, -0.94, 0.46, 0.46, -1.00, 0.49, 0.52, -0.91, 0.45, 0.49, -0.86, 0.47, 0.46, -0.96, 0.49, 0.53, -0.97, 0.54, 0.47, -0.92, 0.46, 0.47, -0.97, 0.53, 0.51, -0.95, 0.47, 0.48, -1.00, 0.53, 0.50, -0.97, 0.48, 0.49, -0.96, 0.47, 0.49, -1.01, 0.48, 0.49, -0.90, 0.50, 0.49, -0.99, 0.47, 0.47, -0.96, 0.48, 0.52, -0.96, 0.48, 0.47, -0.96, 0.53, 0.49, -0.96, 0.48, 0.50, 0.50, 0.51],
  "lumo_energy_ha": -0.09555,
  "multiplicity": 1,
  "e_homo_ev": -12.956,
  "total_charge": 1
}

---

What should be chosen as the most stable of them? Choose run a.